[1]
{"formula": "C12H24F7O12PV", "method": "the ωB97M-V functional and the def2-TZVPD basis", "elements": ["V", "P", "F", "F", "F", "F", "F", "F", "F", "C", "O", "C", "O", "O", "C", "H", "H", "H", "H", "H", "H", "C", "O", "C", "O", "O", "C", "H", "H", "H", "H", "H", "H", "C", "O", "C", "O", "O", "C", "H", "H", "H", "H", "H", "H", "C", "O", "C", "O", "O", "C", "H", "H", "H", "H", "H", "H"], "coordinates": [[-0.44430, 0.53247, 0.84435], [-4.07319, -2.04854, -1.46298], [-2.61622, -2.71588, -1.65268], [-4.68001, -3.27782, -2.34976], [-4.21580, -2.95265, -0.13560], [-5.50588, -1.32007, -1.19868], [-3.33868, -0.86608, -0.60811], [-3.85211, -1.19591, -2.77699], [1.88337, 1.88912, 2.12380], [4.71574, 1.04587, -2.14123], [3.84351, 0.67832, -3.20361], [2.47596, 0.34647, -3.15968], [1.77602, 0.18308, -2.19506], [1.96401, 0.28755, -4.43806], [2.34672, 1.26998, -5.37326], [4.78912, 2.13086, -2.06689], [5.76273, 0.74963, -2.20568], [4.19036, 0.68625, -1.25650], [3.41690, 1.44907, -5.47691], [1.90026, 2.24333, -5.16986], [2.10536, 0.98434, -6.39711], [0.60261, -5.32352, -0.02864], [1.69080, -4.95595, 0.80009], [1.72167, -3.71119, 1.35767], [0.84204, -2.89963, 1.36289], [2.96174, -3.62019, 1.94985], [3.30960, -2.50005, 2.72652], [0.68238, -4.81094, -0.98728], [-0.32878, -5.18548, 0.52050], [0.56911, -6.39269, -0.23804], [3.89950, -2.83578, 3.57939], [2.51023, -1.83001, 3.04301], [3.90648, -1.73150, 2.23543], [-3.12089, -2.35843, 4.84993], [-2.39216, -1.57797, 5.77601], [-1.90624, -0.43229, 5.33028], [-1.81490, -0.02783, 4.16212], [-1.36455, 0.15749, 6.40505], [-0.46957, 1.27555, 6.27198], [-2.51551, -2.98171, 4.19181], [-3.78920, -1.84171, 4.16111], [-3.67265, -3.05967, 5.47596], [-0.95756, 2.15818, 5.85854], [0.37701, 1.05995, 5.62012], [-0.10167, 1.57890, 7.25214], [0.85097, 5.25197, -1.56881], [-0.26220, 5.25247, -2.43894], [-1.10076, 4.24347, -2.51637], [-1.03743, 3.19950, -1.80374], [-2.16989, 4.53710, -3.37646], [-3.01718, 3.56312, -3.87099], [1.36323, 4.29942, -1.43340], [0.50324, 5.69711, -0.63659], [1.68823, 5.85722, -1.91631], [-3.88775, 3.95628, -4.39599], [-3.40313, 3.13820, -2.94438], [-2.61058, 2.75122, -4.47398]], "forces_ev_per_angstrom": [[1.4912, 0.4964, 0.6317], [-0.2761, -1.6595, -0.4041], [0.9881, -0.0566, -0.1905], [-0.5279, 0.8010, 0.4189], [-0.5417, 0.4174, 0.4629], [0.5852, -0.7137, -0.1322], [0.5013, 0.9514, 1.0040], [-0.0887, 0.6563, -0.7499], [-2.0045, -1.1767, -1.0930], [-1.6239, 0.5492, 1.5031], [-1.4321, -0.7282, -1.8623], [1.1817, 1.3365, -0.5231], [0.9938, -0.1380, -0.3073], [0.5981, -0.2971, 1.6545], [1.0566, 0.9574, -1.1682], [-0.4098, 0.1658, -0.1586], [-0.4611, -0.9497, -0.6027], [0.7408, 0.0124, 0.5081], [0.1899, -0.2847, 0.6843], [-0.3116, -0.1230, 0.2066], [-0.7117, -0.4616, 0.3572], [-1.0674, -0.0175, -0.0500], [0.9318, 0.9940, 0.8337], [1.4796, -1.7917, 0.1038], [-0.1290, 0.6168, -0.0815], [-1.4362, -0.1999, -0.9461], [0.2256, 1.5820, 0.6304], [-0.4247, 0.2166, 0.1894], [-0.1461, 0.6848, -0.3967], [0.9339, -0.0358, 0.2501], [-0.3046, -0.1710, -0.0360], [-0.7330, -0.8229, 0.2983], [0.4988, -0.6014, -0.8523], [-0.7562, -1.5379, -0.5394], [-0.3209, 0.7000, -0.7605], [1.9194, 0.8455, -0.8782], [-0.4719, -0.7258, 1.7409], [0.0468, 0.3514, 0.0034], [-0.0643, 0.5502, -0.6334], [0.6400, 0.2252, 0.2040], [-0.0038, 0.5579, 0.5091], [-0.1975, 0.1951, -0.1383], [-0.3252, -0.1826, -0.1168], [-0.0648, -0.3135, 0.0349], [-0.2273, -0.5857, 0.0715], [0.7574, -0.1062, 1.1160], [-0.4893, 0.2735, -1.6927], [-2.0009, -3.1209, 1.6175], [-0.0925, 2.8259, -2.3063], [4.1296, 2.0554, 0.6361], [-1.5834, -2.1390, 1.5998], [-0.8428, -0.4224, 0.1720], [0.2443, -0.3726, 0.2024], [-0.6891, 0.5307, -0.7173], [0.5040, 0.7217, 0.0003], [-0.5161, -0.8474, -0.3378], [0.6381, 0.3125, 0.0299]], "multiplicity": 4, "relative_energy_kcal_mol": 278.59, "homo_ha": [-0.3993, -0.4071], "orbital_gap_ha": [0.2275, 0.2740], "total_energy_ev": -91399.532}

---

[2]
{"formula": "C12H24N2O3", "method": "the ωB97M-V functional and the def2-TZVPD basis", "elements": ["C", "C", "C", "C", "C", "N", "C", "O", "N", "C", "C", "O", "O", "C", "C", "C", "C", "H", "H", "H", "H", "H", "H", "H", "H", "H", "H", "H", "H", "H", "H", "H", "H", "H", "H", "H", "H", "H", "H", "H", "H"], "coordinates": [[-5.02742, 1.43741, -0.71021], [-3.74054, 0.65844, -0.99840], [-2.83083, 0.50608, 0.24698], [-2.25005, 1.84627, 0.69007], [-1.73225, -0.52986, -0.03338], [-2.29558, -1.81616, -0.39194], [-0.84685, -0.67983, 1.21520], [-1.31714, -1.15398, 2.23484], [0.45525, -0.23540, 1.18559], [1.23993, 0.10128, 0.03013], [1.26988, -1.06540, -0.97383], [0.85970, -2.17848, -0.75922], [1.79898, -0.69193, -2.15360], [2.67275, 0.50273, 0.47917], [3.50534, -0.72778, 0.86438], [3.38013, 1.40213, -0.53370], [4.69492, 1.97794, -0.01675], [-5.66344, 1.42948, -1.58613], [-5.59468, 0.97748, 0.05983], [-4.85197, 2.48897, -0.40957], [-3.97538, -0.34045, -1.36402], [-3.16747, 1.14584, -1.80299], [-3.44950, 0.10474, 1.06518], [-1.64136, 1.72431, 1.59391], [-3.01799, 2.58141, 0.89170], [-1.58643, 2.26508, -0.09650], [-1.17682, -0.19748, -0.87935], [-2.70158, -2.19198, 0.48396], [-1.54636, -2.45388, -0.67449], [0.95100, -0.49111, 2.01189], [0.77094, 0.95944, -0.49403], [1.79770, -1.47903, -2.70718], [2.50054, 1.09886, 1.36893], [4.42567, -0.46400, 1.37859], [2.94002, -1.43524, 1.47334], [3.81674, -1.25375, -0.07201], [3.52228, 0.83061, -1.46541], [2.69589, 2.27626, -0.78429], [4.52840, 2.49610, 0.91911], [5.10317, 2.70597, -0.72084], [5.46064, 1.20201, 0.12076]], "forces_ev_per_angstrom": [[0.7528, 0.6468, -0.5722], [0.2848, 0.1669, 0.3828], [-0.5766, 0.0103, -0.3661], [0.7918, -0.1714, -0.2476], [-0.0729, -0.0474, 0.7188], [-0.3481, -0.6589, 0.7420], [0.0069, 0.1905, -0.0754], [0.1632, 0.0722, -0.1761], [-0.6329, -0.1232, -0.1731], [-0.1052, 0.1154, -0.5828], [-0.1720, 0.0360, 0.3583], [0.2190, 0.3694, -0.1408], [-0.0441, 0.1169, 0.2756], [-0.1327, -0.1148, -0.0071], [0.0735, -0.2579, -1.0539], [-0.7141, 0.7071, -0.5667], [0.1638, -0.3210, -0.3998], [-0.1273, 0.1933, -0.2882], [-0.4576, -0.5226, 0.9033], [-0.0176, -0.5101, -0.2436], [-0.1030, 0.0138, 0.0349], [-0.0820, 0.0131, 0.1664], [0.1366, 0.0357, -0.1011], [-0.1433, 0.1168, -0.0814], [-0.1829, 0.0931, 0.0685], [-0.3207, -0.1857, 0.2930], [0.6348, 0.4677, -0.7052], [0.2772, 0.0199, -0.7549], [-0.2837, 0.2317, 0.2031], [0.3478, -0.1247, 0.5064], [0.3473, -0.3470, 0.1720], [-0.0007, -0.2742, -0.3107], [-0.0121, 0.2074, 0.3273], [-0.0661, 0.1002, 0.1479], [0.0767, 0.0183, 0.0180], [-0.2341, 0.2099, 0.6423], [0.0789, 0.3302, 0.2585], [0.6666, -1.0373, 0.2198], [0.0658, 0.0708, 0.3326], [-0.0479, -0.0632, 0.0009], [-0.2103, 0.2061, 0.0743]], "relative_energy_kcal_mol": 4.14, "homo_ha": -0.3332, "orbital_gap_ha": 0.3528, "total_energy_ev": -21957.529, "smiles": "CC[C@H](C)[C@H](N)C(=O)N[C@H](C(=O)O)[C@@H](C)CC"}